# 1
Entry from OMol25: 5 unconnected molecules or ions with the total composition C12H26Cl6N2O2 in a non-equilibrium geometry (ωB97M-V/def2-TZVPD).

Values from the calculation:
* SMILES: CNC(C)=O.CNC(C)=O.ClCCCl.ClCCCl.ClCCCl
* ΔE to the lowest compared entry with this formula, charge and spin: 0.000 eV
* LUMO: 0.318 eV
* HOMO: -8.75 eV

Atoms and positions in Å:
C  -10.41159  -13.62452  3.74498
C  -9.65720  -12.31474  3.79844
O  -9.65396  -11.59955  4.78531
N  -9.02374  -11.97937  2.64436
C  -8.25483  -10.76327  2.54224
H  -10.40990  -14.05098  4.74466
H  -9.94544  -14.31903  3.04649
H  -11.43163  -13.41485  3.42673
H  -8.82133  -12.74066  2.00666
H  -7.57782  -10.82718  1.69733
H  -7.64264  -10.63524  3.44175
H  -8.89651  -9.88646  2.44891
C  -8.24993  -13.22631  -1.00602
C  -8.51912  -14.39965  -0.09319
O  -8.62045  -14.26604  1.11781
N  -8.64588  -15.61826  -0.68030
C  -8.78734  -15.88077  -2.11346
H  -7.59370  -13.61733  -1.79003
H  -7.76620  -12.44866  -0.43419
H  -9.16923  -12.94773  -1.52134
H  -8.72576  -16.38127  -0.02673
H  -9.37634  -16.78307  -2.23623
H  -7.79589  -16.03512  -2.54977
H  -9.27708  -15.05854  -2.62413
Cl  -10.74953  -16.81612  -4.81424
C  -12.15791  -17.90211  -4.70959
C  -13.44290  -17.16446  -4.47852
Cl  -13.42081  -16.16309  -3.02964
H  -11.95121  -18.55857  -3.86403
H  -12.19514  -18.51207  -5.60733
H  -14.22802  -17.91434  -4.36928
H  -13.70875  -16.55905  -5.34409
Cl  -2.81164  -14.92241  -0.30041
C  -4.39675  -15.69351  -0.71402
C  -4.54196  -15.95132  -2.19443
Cl  -4.80202  -14.46986  -3.12017
H  -5.16130  -15.02157  -0.33405
H  -4.40743  -16.61729  -0.14241
H  -5.41679  -16.60286  -2.27657
H  -3.69196  -16.48031  -2.61361
Cl  -5.42293  -6.20979  0.25588
C  -6.78711  -7.27446  -0.18392
C  -6.25317  -8.64187  -0.49926
Cl  -7.59112  -9.77679  -0.81577
H  -7.25691  -6.83644  -1.06048
H  -7.49090  -7.27671  0.64278
H  -5.63088  -9.05405  0.29138
H  -5.64072  -8.61732  -1.39825

=====

# 2
Entry from OMol25: a molecular structure, C12H26Cl8F20HfNO6P3S2 in a non-equilibrium geometry (ωB97M-V/def2-TZVPD).

Values from the calculation:
* charge: -1
* LUMO (spin up / spin down): -0.992 / -0.983 eV
* HOMO (spin up / spin down): -7.51 / -7.51 eV
* 2S+1: 2

Atoms and positions in Å:
Hf  -0.45974  0.50501  3.36149
P  0.32104  -1.39991  0.01273
F  0.14032  -0.65442  1.49551
F  0.73905  -2.80593  0.78983
F  -1.22953  -1.75299  0.14167
F  0.30758  -2.04260  -1.50766
F  -0.24977  0.01569  -0.59469
F  1.81934  -0.90164  -0.11640
P  1.62562  2.41867  1.73868
F  2.09578  0.88318  1.75823
F  2.05946  2.52521  0.15422
F  0.14862  1.88887  1.37531
F  1.13156  3.99061  1.98484
F  1.22229  2.24218  3.25398
F  3.12625  2.93797  2.22126
P  -3.34719  -0.18614  2.41264
F  -2.83685  0.58142  3.75861
F  -4.39341  0.98622  2.26180
F  -2.16654  0.62240  1.65534
F  -3.54942  -0.93619  0.99939
F  -2.00881  -1.15661  2.75384
F  -4.22026  -1.30207  3.22864
N  1.42921  -0.49418  4.16271
S  2.76286  -0.39024  5.05989
O  4.09683  -0.39594  4.40677
O  2.57801  -0.77533  6.45754
F  2.53697  1.17428  5.17601
S  1.98923  -2.11518  3.78208
O  2.08295  -3.15178  4.79862
O  2.75242  -2.20437  2.54636
F  0.53828  -2.45181  3.20988
Cl  6.84611  -1.04706  -0.09781
C  5.37759  -0.62536  0.77537
C  5.34602  0.90326  1.12380
Cl  5.05101  1.91436  -0.33661
H  5.21291  -1.16133  1.71010
H  4.57819  -0.81403  0.05880
H  6.30743  1.15487  1.57154
H  4.54916  1.15723  1.82281
Cl  -3.80640  -4.91427  -1.89741
C  -2.89384  -4.40737  -0.38731
C  -1.36288  -4.81294  -0.46943
Cl  -1.23296  -6.58926  -0.58365
H  -3.44599  -4.83347  0.45035
H  -2.98012  -3.32782  -0.26394
H  -0.91673  -4.56450  0.49355
H  -0.86793  -4.37116  -1.33427
Cl  -2.52743  -0.32679  -5.61838
C  -1.58702  -0.71072  -4.17310
C  -2.36206  -1.74330  -3.28282
Cl  -3.83723  -1.12599  -2.57175
H  -1.47519  0.17571  -3.54874
H  -0.55508  -0.96398  -4.41613
H  -1.75516  -2.19883  -2.50035
H  -2.63083  -2.68998  -3.75150
Cl  1.28542  1.07513  -4.09738
C  2.32394  1.00887  -2.58115
C  3.22877  -0.24897  -2.65056
Cl  4.08633  -0.22860  -4.14832
H  1.63548  0.98735  -1.73636
H  2.90118  1.93339  -2.56902
H  2.69233  -1.19721  -2.68488
H  3.93315  -0.30608  -1.82068
C  -0.34121  4.86490  -1.71182
O  -1.53937  4.28625  -1.28197
C  -1.72348  2.95440  -1.79016
C  -3.24910  2.45016  -1.76133
O  -3.74349  1.94057  -0.53133
C  -5.12027  1.46208  -0.56318
H  0.51329  4.20356  -1.56844
H  -0.30475  5.66423  -0.97165
H  -0.28244  5.22126  -2.74024
H  -1.14056  2.23844  -1.21075
H  -1.42832  3.02206  -2.83726
H  -3.30992  1.60757  -2.45013
H  -3.94235  3.19445  -2.15318
H  -5.24009  0.53317  -1.12074
H  -5.78490  2.21998  -0.97786
H  -5.52311  1.38157  0.44644

=====

# 3
Entry from OMol25: a gas-phase ion, C12H26FN2S (charge +1) (ωB97M-V/def2-TZVPD).

Values from the calculation:
* SMILES: CCSC[C@@]1(CCCF)C[NH2+]C[C@@H]1CNC
* charge: +1
* LUMO: -3.278 eV
* HOMO: -11.61 eV

Atoms and positions in Å:
C  3.67624  -1.22634  0.24750
C  3.05451  -1.11263  -1.14580
S  1.34520  -1.71901  -1.12679
C  0.34556  -0.47548  -1.99062
C  -0.68128  0.30949  -1.12090
C  -0.11486  1.58919  -0.45074
C  1.39946  1.64599  -0.23651
C  1.79566  2.81506  0.66022
F  2.17871  2.32745  1.89325
C  -1.83460  0.76625  -2.06153
N  -3.14837  0.25527  -1.51442
C  -2.88129  -0.67773  -0.34768
C  -1.36015  -0.66708  -0.13080
C  -1.03380  -0.47968  1.35002
N  -1.47527  -1.66346  2.06375
C  -1.34402  -1.49788  3.51464
H  4.75958  -1.27051  0.18423
H  3.33718  -2.14420  0.72708
H  3.37640  -0.39729  0.88525
H  3.62424  -1.71784  -1.84691
H  3.07937  -0.09089  -1.51401
H  0.99312  0.19670  -2.54855
H  -0.22014  -1.03636  -2.73422
H  -0.55541  1.72122  0.53522
H  -0.39149  2.47552  -1.01942
H  1.90766  1.75552  -1.19185
H  1.73321  0.74904  0.27460
H  2.62272  3.38965  0.25555
H  0.95443  3.48335  0.84395
H  -1.94604  1.84346  -2.13560
H  -1.73095  0.42704  -3.09008
H  -3.70631  1.03442  -1.17251
H  -3.72334  -0.16618  -2.23820
H  -3.19290  -1.66703  -0.67107
H  -3.47214  -0.41860  0.52368
H  -1.06751  -1.69482  -0.33270
H  -1.55353  0.39303  1.74824
H  0.04102  -0.28851  1.46826
H  -0.85711  -2.41598  1.78308
H  -0.30520  -1.32857  3.81646
H  -1.92630  -0.63437  3.82452
H  -1.70226  -2.38722  4.02142

=====

# 4
Entry from OMol25: a molecular structure, C12H26MoNO5P2S in a non-equilibrium geometry (ωB97M-V/def2-TZVPD).

Values from the calculation:
* ΔE to the lowest compared entry with this formula, charge and spin: 0.000 eV
* charge: +3
* LUMO (spin up / spin down): -14.169 / -13.284 eV
* HOMO (spin up / spin down): -19.01 / -19.57 eV
* 2S+1: 3

Atoms and positions in Å:
Mo  0.22064  -0.95085  0.00172
P  2.27605  -0.00513  0.67346
C  2.20472  1.59393  -0.07846
C  1.23812  1.84358  -1.09013
N  0.20341  0.92726  -1.23544
C  -0.91366  1.27232  -1.90869
C  -0.89878  2.32825  -2.81517
C  0.20940  3.16281  -2.84962
C  1.23653  2.96824  -1.95192
C  -2.09857  0.36473  -1.74481
P  -2.16158  -0.41959  -0.02507
H  2.08128  3.64562  -1.88322
H  -1.73295  2.45710  -3.49085
H  0.26692  3.97096  -3.57095
H  -3.05698  0.88407  -1.90337
H  -2.04072  -0.49595  -2.43715
H  1.49289  3.06274  1.52573
H  3.01319  2.31772  0.04242
H  0.03000  2.21387  2.84666
O  0.90434  3.41185  2.22888
H  1.30029  4.23878  2.54280
H  -0.52918  0.13281  0.94036
O  -0.48357  1.36969  3.01743
H  -1.39553  1.64747  3.14998
C  -3.19594  0.78205  0.85757
H  -4.12064  0.97274  0.29042
H  -3.43102  0.34707  1.84145
H  -2.60098  1.70121  0.96073
C  -3.36315  -1.76851  -0.34979
H  -3.61071  -2.23901  0.61352
H  -4.29002  -1.38698  -0.81122
H  -2.91096  -2.51401  -1.02328
C  3.47572  -1.05401  -0.25036
H  4.46224  -0.57798  -0.17385
H  3.51434  -2.06948  0.17263
H  3.17374  -1.12767  -1.30524
C  2.89833  0.05245  2.35938
H  2.98957  -0.98789  2.70125
H  3.88092  0.54018  2.37115
H  2.16631  0.58865  2.97555
C  -0.82352  -4.61974  0.05884
S  0.70358  -3.73259  -0.35981
O  1.06910  -2.93945  0.88424
O  1.69306  -4.71951  -0.71645
O  0.29847  -2.78807  -1.46502
H  -0.55605  -5.64767  0.33818
H  -1.45375  -4.65127  -0.84319
H  -1.33497  -4.10280  0.88870

=====

# 5
Entry from OMol25: 2 unconnected molecules or ions with the total composition C12H26N3O3 in a non-equilibrium geometry (ωB97M-V/def2-TZVPD).

Values from the calculation:
* ΔE to the lowest compared entry with this formula, charge and spin: 0.000 eV
* charge: +1
* LUMO: -3.319 eV
* HOMO: -11.37 eV

Atoms and positions in Å:
O  4.27889  -1.95247  -1.07571
O  0.61723  -0.50399  0.08491
O  0.47664  -4.35841  -0.35845
C  4.24235  -1.84847  0.14002
C  1.15837  -1.43406  -0.50924
N  1.10561  -1.42062  -1.85028
N  3.16738  -2.13700  0.87138
C  5.46462  -1.38325  0.89518
C  1.58214  -2.39177  -2.83505
C  -1.04053  2.56525  1.34862
C  -2.29179  2.17376  2.14343
C  -1.19560  2.22237  -0.13692
C  -3.55647  2.79438  1.53590
C  -2.45647  2.85824  -0.72869
C  1.81854  -3.96626  -0.15187
C  -3.68901  2.40862  0.05958
C  1.84665  -2.51975  0.34982
N  -4.88515  3.05039  -0.50309
H  0.45974  -5.29633  -0.57312
H  0.66527  -0.59688  -2.22354
H  3.24610  -2.00795  1.86628
H  6.24721  -1.13576  0.17866
H  5.21735  -0.50004  1.48071
H  5.81129  -2.18006  1.55017
H  2.63805  -2.61464  -2.68516
H  1.46700  -1.98219  -3.83909
H  0.99904  -3.31110  -2.77038
H  -0.85572  3.63914  1.45902
H  -0.16972  2.03643  1.75295
H  -2.38679  1.08208  2.15098
H  -2.18051  2.50073  3.18304
H  -1.25635  1.13599  -0.25353
H  -0.30983  2.56266  -0.68424
H  -4.43111  2.44494  2.09443
H  -3.50737  3.88382  1.63905
H  -2.55065  2.55770  -1.77741
H  -2.36084  3.94903  -0.69978
H  2.25721  -4.60937  0.61274
H  2.40384  -4.07773  -1.06347
H  -3.76226  1.31286  -0.00824
H  1.21400  -2.55551  1.23632
H  -4.99036  2.78752  -1.48380
H  -5.71333  2.75336  0.01420
H  -4.79469  4.06436  -0.43635

=====

# 6
Entry from OMol25: 2 unconnected molecules or ions with the total composition C12H26N4O6P in a non-equilibrium geometry (ωB97M-V/def2-TZVPD).

Values from the calculation:
* ΔE to the lowest compared entry with this formula, charge and spin: 0.000 eV
* charge: +1
* LUMO: -3.208 eV
* HOMO: -12.20 eV

Atoms and positions in Å:
C  1.17062  -1.61852  -0.96821
C  2.07692  -1.51731  -2.21463
C  1.28926  -1.48397  -3.49956
O  0.79042  -2.45211  -3.98013
O  1.15079  -0.25340  -4.15302
C  0.17576  0.58182  -3.54940
C  0.84637  1.55579  -2.57495
N  0.14431  2.83182  -2.39537
C  0.94635  4.06527  -2.50188
C  2.09871  4.06071  -1.47370
C  -1.13495  2.92057  -2.10491
N  -1.84906  4.05731  -1.92502
C  -3.07879  3.69978  -1.66943
N  -3.20943  2.37177  -1.64772
N  -1.97200  1.86451  -1.92760
H  0.15772  -1.89545  -1.25907
H  1.09750  -0.68676  -0.40661
H  1.58241  -2.34112  -0.27214
H  2.74439  -0.65597  -2.19046
H  2.69277  -2.41147  -2.26984
H  -0.52179  -0.08117  -3.02059
H  -0.40691  1.09848  -4.31178
H  1.02902  1.11641  -1.59364
H  1.82006  1.79052  -2.99883
H  0.31305  4.91606  -2.28240
H  1.34736  4.13037  -3.51076
H  3.01710  3.71715  -1.94703
H  1.88912  3.37618  -0.65309
H  2.25787  5.05705  -1.07348
H  -3.90325  4.37292  -1.49930
H  -3.99919  1.77436  -1.46282
H  -1.84423  0.86606  -1.95065
C  1.84241  -2.57046  4.85780
O  0.96797  -3.56883  4.32014
P  -0.15183  -3.02496  3.23606
O  0.62030  -1.96512  2.51642
O  -1.11384  -2.49352  4.45364
C  -1.26514  -3.17679  5.70543
O  -1.44185  -3.18129  2.21696
C  -2.41607  -2.14396  2.22837
H  2.27522  -3.01158  5.75424
H  2.63367  -2.33120  4.15254
H  1.28994  -1.66801  5.11758
H  -0.68683  -2.66327  6.47299
H  -0.94382  -4.21316  5.65558
H  -2.31905  -3.14236  5.97512
H  -1.92884  -1.17207  2.13087
H  -3.02455  -2.17073  3.12842
H  -3.05595  -2.33032  1.36586

=====

# 7
Entry from OMol25: C12H26N6O3 in the gas phase in a non-equilibrium geometry (ωB97M-V/def2-TZVPD).

Values from the calculation:
* SMILES: [H]/N=C(\N)NCCC[C@H](NC(=O)[C@@H](N)CCCCN)C(=O)O
* ΔE to the lowest compared entry with this formula, charge and spin: 1.336 eV
* LUMO: 0.413 eV
* HOMO: -8.82 eV

Atoms and positions in Å:
C  -0.40221  1.12595  2.10676
C  -1.60152  1.10127  1.07299
C  0.67269  2.02903  1.41019
C  1.35845  1.30739  0.29692
C  2.50845  2.11705  -0.39597
C  2.06714  3.29463  -1.18512
C  -2.76657  -0.53623  -0.30671
C  -4.25172  -0.07461  -0.45852
C  -2.62116  -2.05268  -0.44495
C  -1.20693  -2.64592  -0.41527
C  -0.15762  -1.70775  -0.97873
C  2.04859  -2.38739  -0.05889
H  -0.53073  -0.46197  3.49271
H  0.46535  -0.81753  2.12033
H  -0.71945  1.66915  2.95154
H  1.44656  2.20230  2.16734
H  0.22433  2.97331  1.20407
H  1.93903  0.42470  0.72581
H  0.62725  0.98709  -0.54045
H  2.95997  1.39018  -1.08683
H  3.29231  2.42427  0.27046
H  1.60285  4.00852  -0.58694
H  2.97145  3.87470  -1.59293
H  1.39312  2.31987  -2.91872
H  0.42087  3.54219  -2.51201
H  -1.71965  -0.79773  1.58484
H  -2.27111  -0.00370  -1.20726
H  -3.26093  -2.53580  0.24465
H  -3.05795  -2.26743  -1.41810
H  -0.90694  -2.97357  0.58965
H  -1.29104  -3.65137  -0.88231
H  -0.04698  -0.88796  -0.36204
H  -0.37746  -1.35917  -2.06774
H  1.17051  -3.06698  -1.70565
H  2.74557  -2.20030  1.57084
H  3.51251  -3.10046  -1.27223
H  3.93015  -2.91942  0.32952
H  -3.70343  1.74640  -0.30794
N  0.05715  -0.09319  2.71525
N  1.04767  2.86088  -2.14495
N  -2.06721  -0.08804  0.88421
N  1.19609  -2.22652  -1.09660
N  1.83151  -1.90815  1.13185
N  3.16344  -3.19171  -0.30923
O  -2.01323  2.11606  0.44917
O  -5.20718  -0.80849  -0.48707
O  -4.47200  1.24911  -0.57595

=====

# 8
Entry from OMol25: a molecular structure, C12H26NO5P2SV in a non-equilibrium geometry (ωB97M-V/def2-TZVPD).

Values from the calculation:
* ΔE to the lowest compared entry with this formula, charge and spin: 0.000 eV
* charge: +3
* LUMO (spin up / spin down): -12.749 / -12.125 eV
* HOMO (spin up / spin down): -19.39 / -19.39 eV
* 2S+1: 2

Atoms and positions in Å:
V  0.11671  0.28742  0.22018
P  1.18637  1.45218  1.96700
C  2.40525  0.19081  2.45030
C  2.17275  -1.17461  1.85585
N  1.19928  -1.32620  0.91562
C  0.93275  -2.59022  0.47999
C  1.48919  -3.72890  1.05282
C  2.39156  -3.56670  2.10273
C  2.72389  -2.27641  2.50608
C  -0.08717  -2.79560  -0.63257
P  0.01530  -1.99025  -2.26011
H  3.31754  -2.09813  3.41121
H  1.22473  -4.71258  0.63100
H  2.78605  -4.43619  2.60689
H  0.07683  -3.80756  -1.05379
H  -1.12950  -2.69230  -0.28765
H  3.45547  0.57454  2.35932
H  2.11277  0.02945  3.49824
H  4.47860  -0.08648  -1.14555
O  5.08772  -0.05350  -0.39562
H  5.28250  0.87225  -0.23872
H  0.70183  -0.78758  -2.18079
O  0.82807  0.99253  -1.38297
H  1.18632  1.79858  -1.80965
C  1.29502  -2.80180  -3.23815
H  1.10811  -3.88006  -3.30443
H  1.31892  -2.33716  -4.23817
H  2.26087  -2.61829  -2.73436
C  -1.61521  -1.85479  -3.00488
H  -1.73781  -0.91805  -3.57602
H  -1.64294  -2.72326  -3.68712
H  -2.45160  -1.95121  -2.28778
C  0.17295  1.86068  3.44316
H  0.76915  2.53628  4.08757
H  -0.76188  2.35778  3.14143
H  -0.10028  0.94918  4.00838
C  2.03499  2.92782  1.34941
H  1.26882  3.70591  1.22009
H  2.80160  3.28532  2.04794
H  2.48738  2.72205  0.36892
C  -3.80089  0.72502  -0.46169
S  -2.43444  0.78485  0.67316
O  -1.39866  1.61880  -0.08406
O  -2.81306  1.35843  1.93480
O  -1.83534  -0.60692  0.68199
H  -4.36200  1.66402  -0.37894
H  -4.39121  -0.09670  -0.07740
H  -3.40874  0.57923  -1.45607